1.
Entry from OMol25: a 11-piece molecular cluster, C6H34O11 overall (ωB97M-V/def2-TZVPD).

Summary:
F_max = 5.07 eV Å⁻¹
SMILES = CCO.CCO.CO.CO.O.O.O.O.O.O.O
LUMO level = -0.09 eV
relative energy (zero: lowest compared OMol25 entry of this formula, charge and spin) = 409.8 kJ/mol
DFT total energy = -29294.1385 eV
total charge = 0
HOMO-LUMO gap = 9.361 eV
E_HOMO = -9.46 eV

Structure (XYZ):
```
51
C6H34O11 ωB97M-V/def2-TZVPD
C -17.408 10.242 -6.755
C -16.363 10.556 -7.815
O -15.580 9.394 -8.036
H -18.159 9.505 -7.039
H -17.906 11.134 -6.375
H -16.972 9.837 -5.841
H -15.679 11.331 -7.471
H -16.859 10.898 -8.724
H -16.173 8.740 -8.414
C -19.781 10.165 -3.966
C -20.362 11.431 -3.269
O -21.009 12.170 -4.281
H -19.154 9.583 -3.292
H -19.122 10.598 -4.719
H -20.493 9.601 -4.568
H -19.547 11.949 -2.763
H -21.017 11.138 -2.449
H -20.271 12.494 -4.803
C -17.090 4.108 -7.059
O -17.720 3.036 -6.643
H -17.626 4.926 -6.578
H -16.084 4.088 -6.640
H -17.126 4.291 -8.133
H -17.334 2.268 -7.071
C -16.952 7.058 -5.022
O -17.523 7.680 -3.866
H -16.180 7.707 -5.435
H -16.645 6.037 -4.794
H -17.730 6.984 -5.782
H -18.174 7.092 -3.478
O -18.374 5.943 -1.416
H -18.203 5.135 -0.933
H -17.574 6.098 -1.918
O -20.185 7.860 -1.930
H -19.694 7.160 -1.500
H -20.234 7.591 -2.847
O -20.156 6.664 -4.324
H -19.995 5.813 -3.917
H -20.705 6.467 -5.083
O -16.261 9.765 -2.362
H -16.638 9.041 -2.862
H -15.320 9.707 -2.527
O -15.382 4.910 -3.114
H -15.600 4.396 -3.891
H -14.434 5.034 -3.166
O -13.544 8.690 -3.622
H -13.601 8.555 -4.568
H -13.464 7.809 -3.258
O -13.667 8.075 -6.509
H -14.370 8.298 -7.120
H -13.069 8.821 -6.549
```

Atom charges from the natural (NBO) analysis, given in e for atoms 1 to 8: C -0.65; C -0.06; O -0.75; H 0.20; H 0.22; H 0.23; H 0.19; H 0.17

***

2.
Entry from OMol25: a 2-piece molecular cluster, C4H10BrN2 overall (ωB97M-V/def2-TZVPD).

Summary:
F_max = 3.83 eV Å⁻¹
LUMO level = -5.49 eV
relative energy (zero: lowest compared OMol25 entry of this formula, charge and spin) = 193.4 kJ/mol
DFT total energy = -77324.4463 eV
total charge = +1
HOMO-LUMO gap = 5.695 eV
E_HOMO = -11.18 eV

Structure (XYZ):
```
17
C4H10BrN2 ωB97M-V/def2-TZVPD
C -3.018 -1.100 -0.084
C 2.970 -0.407 0.109
C 0.832 0.240 1.112
C 1.657 0.343 0.042
N -3.520 0.075 -0.297
N 1.330 0.966 -1.100
Br -0.821 1.167 1.211
H -2.060 -1.443 -0.268
H 2.941 -1.459 -0.120
H 3.732 0.022 -0.442
H 3.161 -0.344 1.164
H 1.279 -0.236 1.976
H -3.671 -1.795 0.330
H -2.891 0.849 -0.673
H -4.536 0.402 -0.044
H 1.980 0.995 -1.812
H 0.636 1.724 -1.105
```

Atom charges from the natural (NBO) analysis, given in e for atoms 1 to 8: C 0.19; C -0.64; C -0.45; C 0.22; N -0.60; N -0.79; Br -0.03; H 0.24

***

3.
Entry from OMol25: C16H10Cl6Eu as an isolated structure (ωB97M-V/def2-TZVPD).

Summary:
F_max = 3.10 eV Å⁻¹
LUMO level (spin up / spin down) = 0.93 / 2.18 eV
expectation value of S² = 12.021
DFT total energy = -111217.5638 eV
total charge = -1
HOMO-LUMO gap (spin up / spin down) = 3.942 / 5.198 eV
multiplicity = 7
E_HOMO (spin up / spin down) = -3.02 / -3.02 eV

Structure (XYZ):
```
33
C16H10Cl6Eu ωB97M-V/def2-TZVPD
C -0.643 3.678 1.590
C 0.570 3.486 0.844
C 1.247 2.325 1.390
H 0.891 4.061 -0.031
C 0.433 1.807 2.461
C -0.728 2.647 2.580
H -1.569 2.486 3.260
H -1.415 4.426 1.381
H 2.146 1.856 0.982
H 0.630 0.895 3.028
Eu -0.744 1.426 0.287
Cl -3.184 1.768 0.134
C 1.584 -1.025 -3.841
C 2.436 -1.661 -2.888
C 3.559 -0.809 -2.663
H 2.263 -2.626 -2.421
C 3.401 0.354 -3.477
C 2.181 0.219 -4.206
H 1.780 0.936 -4.916
H 0.650 -1.423 -4.227
H 4.390 -1.011 -1.993
H 4.091 1.191 -3.535
Cl -1.847 0.008 3.807
C -1.920 -1.085 2.458
C -1.537 -0.764 1.197
C -1.668 -1.631 0.138
Cl -1.225 -1.138 -1.492
C -2.197 -2.954 0.345
Cl -2.397 -4.043 -0.930
C -2.585 -3.329 1.680
Cl -3.233 -4.855 1.980
C -2.441 -2.391 2.758
Cl -2.918 -2.826 4.319
```

Atom charges from the Mulliken analysis, given in e for atoms 1 to 8: C -0.43; C -0.45; C -0.68; H 0.42; C -0.41; C -0.30; H 0.30; H 0.36

***

4.
Entry from OMol25: a 2-piece molecular cluster, C3H7ClNO overall (ωB97M-V/def2-TZVPD).

Summary:
F_max = 2.78 eV Å⁻¹
LUMO level (spin up / spin down) = 4.09 / 4.04 eV
relative energy (zero: lowest compared OMol25 entry of this formula, charge and spin) = 562.3 kJ/mol
DFT total energy = -19281.9535 eV
total charge = -1
HOMO-LUMO gap (spin up / spin down) = 6.790 / 6.708 eV
E_HOMO (spin up / spin down) = -2.70 / -2.66 eV

Structure (XYZ):
```
13
C3H7ClNO ωB97M-V/def2-TZVPD
C 0.719 1.254 0.729
C 0.087 -0.043 -1.263
C 0.411 -0.113 0.158
N -1.508 -1.023 0.926
O -2.257 -1.172 -0.003
Cl -0.928 -2.967 1.436
H 0.351 1.439 1.732
H 1.728 1.467 0.661
H 0.253 2.094 0.161
H 0.842 0.488 -1.899
H -0.787 0.546 -1.481
H -0.060 -1.090 -1.699
H 1.147 -0.878 0.544
```

Atom charges from the natural (NBO) analysis, given in e for atoms 1 to 8: C -0.64; C -0.66; C -0.19; N 0.12; O -0.41; Cl -0.55; H 0.20; H 0.19

***

5.
Entry from OMol25: C3H3N2OP in the gas phase (ωB97M-V/def2-TZVPD).

Summary:
F_max = 5.64 eV Å⁻¹
SMILES = COP(C#N)C#N
LUMO level = -2.00 eV
relative energy (zero: lowest compared OMol25 entry of this formula, charge and spin) = 273.5 kJ/mol
DFT total energy = -17472.5323 eV
total charge = 0
HOMO-LUMO gap = 8.644 eV
E_HOMO = -10.64 eV

Structure (XYZ):
```
10
C3H3N2OP ωB97M-V/def2-TZVPD
C -1.371 0.820 -0.175
O -1.006 -0.414 -0.847
P 0.875 -1.347 -0.847
C 1.628 0.223 -0.601
N 2.206 1.198 -0.619
C 1.031 -1.573 0.879
N 0.994 -1.888 1.971
H -1.177 0.512 0.871
H -2.385 0.796 -0.200
H -0.796 1.675 -0.432
```

Atom charges from the natural (NBO) analysis, given in e for atoms 1 to 8: C -0.25; O -0.71; P 1.10; C -0.12; N -0.23; C -0.14; N -0.21; H 0.17

***

6.
Entry from OMol25: C3H8NO as an isolated structure (ωB97M-V/def2-TZVPD).

Summary:
F_max = 5.10 eV Å⁻¹
LUMO level = -6.50 eV
relative energy (zero: lowest compared OMol25 entry of this formula, charge and spin) = 340.4 kJ/mol
DFT total energy = -6767.6414 eV
total charge = +1
HOMO-LUMO gap = 9.635 eV
E_HOMO = -16.13 eV

Structure (XYZ):
```
13
C3H8NO ωB97M-V/def2-TZVPD
C -0.964 0.335 -0.458
C 0.435 -0.183 -1.024
C 1.180 -0.646 0.306
N -0.708 0.654 0.971
O 0.266 -0.853 1.267
H -0.170 1.413 1.287
H -1.850 -0.450 -0.362
H -1.289 1.217 -0.997
H 0.849 0.663 -1.470
H 0.132 -0.919 -1.849
H 1.680 -1.662 0.149
H 2.021 -0.044 0.676
H -1.581 0.475 1.502
```

Atom charges from the natural (NBO) analysis, given in e for atoms 1 to 8: C -0.25; C -0.42; C -0.14; N -0.34; O -0.24; H 0.43; H 0.25; H 0.26

***

7.
Entry from OMol25: a 4-piece molecular cluster, C4H16O4 overall (ωB97M-V/def2-TZVPD).

Summary:
F_max = 0.40 eV Å⁻¹
SMILES = CO.CO.CO.CO
LUMO level = 0.63 eV
relative energy (zero: lowest compared OMol25 entry of this formula, charge and spin) = 209.0 kJ/mol
DFT total energy = -12595.6703 eV
total charge = 0
HOMO-LUMO gap = 10.480 eV
E_HOMO = -9.85 eV

Structure (XYZ):
```
24
C4H16O4 ωB97M-V/def2-TZVPD
C -15.567 27.530 -7.616
O -15.160 28.585 -8.481
H -15.245 26.586 -8.049
H -15.097 27.588 -6.628
H -16.653 27.520 -7.492
H -15.163 29.408 -7.987
C -16.198 22.358 -10.514
O -17.590 22.279 -10.258
H -15.719 21.378 -10.438
H -16.077 22.741 -11.525
H -15.698 23.051 -9.830
H -17.710 22.243 -9.303
C -18.259 24.571 -7.159
O -18.051 23.180 -7.319
H -17.341 24.997 -6.752
H -18.446 25.059 -8.120
H -19.059 24.774 -6.442
H -18.900 22.796 -7.582
C -20.172 20.751 -6.845
O -20.525 21.825 -7.721
H -19.111 20.568 -6.987
H -20.384 21.002 -5.806
H -20.697 19.830 -7.119
H -21.470 21.981 -7.645
```

Atom charges from the natural (NBO) analysis, given in e for atoms 1 to 8: C -0.25; O -0.72; H 0.18; H 0.16; H 0.16; H 0.46; C -0.24; O -0.73

***

8.
Entry from OMol25: a 2-piece molecular cluster, C18H24N2O8P overall (ωB97M-V/def2-TZVPD).

Summary:
F_max = 5.37 eV Å⁻¹
LUMO level = 0.70 eV
DFT total energy = -47699.9030 eV
total charge = -1
HOMO-LUMO gap = 5.455 eV
E_HOMO = -4.76 eV

Structure (XYZ):
```
53
C18H24N2O8P ωB97M-V/def2-TZVPD
C -3.006 4.063 0.036
C -3.607 2.631 0.550
O -2.453 1.793 0.814
P -2.828 0.134 0.792
O -3.956 -0.257 -0.182
C -1.254 -0.735 0.133
C -1.189 -0.754 -1.468
C 0.001 0.091 -2.101
C 0.015 1.653 -2.200
C 1.220 2.321 -2.886
C 2.462 1.645 -3.532
C 2.443 0.107 -3.395
C 1.248 -0.664 -2.710
N 1.354 -2.154 -2.667
C 2.121 -2.372 -1.577
C 3.721 -2.323 -1.574
C 1.429 -2.664 -0.145
C 3.501 2.645 -4.201
O 4.600 2.447 -4.757
N 2.783 3.942 -4.044
C 1.567 3.841 -3.188
O 0.946 4.852 -2.790
O -3.234 -0.524 2.304
C -2.294 -0.134 3.351
C -1.062 -1.189 3.506
H -1.852 4.010 0.084
H -3.406 4.947 0.634
H -3.245 4.157 -1.091
H -4.218 2.888 1.491
H -4.286 2.267 -0.288
H -1.240 -1.780 0.591
H -0.366 -0.129 0.549
H -2.151 -0.437 -1.993
H -1.005 -1.852 -1.783
H -0.842 2.291 -1.794
H 3.287 -0.525 -3.825
H 4.203 -3.209 -1.022
H 4.065 -2.250 -2.669
H 4.031 -1.320 -1.092
H 2.112 -3.323 0.487
H 0.399 -3.136 -0.256
H 1.324 -1.644 0.386
H 2.598 4.407 -4.954
H -2.878 -0.214 4.347
H -1.948 0.952 3.284
H -0.117 -0.637 3.152
H -1.221 -2.145 2.893
H -0.922 -1.518 4.615
C 0.544 -3.713 5.815
O -0.269 -4.536 5.310
O 1.281 -4.286 6.809
O 0.763 -2.514 5.551
H 0.835 -5.147 6.700
```

Atom charges from the natural (NBO) analysis, given in e for atoms 1 to 8: C -0.65; C -0.09; O -0.80; P 2.28; O -1.10; C -0.77; C -0.48; C 0.01

***

9.
Entry from OMol25: H2InO as an isolated structure (ωB97M-V/def2-TZVPD).

Summary:
F_max = 2.76 eV Å⁻¹
LUMO level = -24.65 eV
relative energy (zero: lowest compared OMol25 entry of this formula, charge and spin) = 98.6 kJ/mol
DFT total energy = -7205.6323 eV
total charge = +3
HOMO-LUMO gap = 3.334 eV
E_HOMO = -27.99 eV

Structure (XYZ):
```
4
H2InO ωB97M-V/def2-TZVPD
In -18.689 15.271 -16.433
O -20.271 19.224 -15.363
H -20.951 19.873 -15.542
H -19.982 19.420 -14.471
```

In elementary charge units, the natural (NBO) charges are: In 2.06; O -0.17; H 0.56; H 0.55